The following is a quantum chemistry calculation of a cluster of 3 separate species, C16H36ClN2 in total at a distorted geometry, from the OMol25 dataset.

Properties
Energy: -1200.6481 a.u.
Largest force on an atom: 2.8 eV Å⁻¹
Charge: +1
ΔE to the lowest compared entry with this formula, charge and spin: 148.25 kJ/mol
Kohn-Sham gap: 8.45 eV
HOMO: -9.99 eV

Last column: Mulliken charge in e.
Element x y z (Å)
Cl (0.49150, 0.25545, 0.46183)  -0.8231
C (-2.24476, -3.19215, -3.42440)  -1.3114
C (-0.72094, -3.20484, -3.33488)  -0.1713
C (-0.16864, -3.46429, -1.90523)  -0.8750
N (1.35037, -3.46516, -1.75877)  0.2496
C (1.89800, -2.09890, -2.27906)  -0.8656
C (1.89713, -3.68347, -0.39457)  -0.5330
C (3.30962, -4.21251, -0.55102)  -0.6617
C (3.36663, -4.82438, -1.97027)  -0.5959
C (1.90682, -4.64905, -2.52019)  -0.7112
H (-2.51979, -2.71484, -4.36495)  0.3624
H (-2.51967, -2.66763, -2.50930)  0.3519
H (-2.67023, -4.19517, -3.39235)  0.3330
H (-0.26745, -2.28811, -3.71180)  0.3218
H (-0.41423, -3.99903, -4.01553)  0.2737
H (-0.54141, -4.42336, -1.54562)  0.3219
H (-0.51004, -2.65445, -1.26047)  0.5256
H (1.70074, -2.07640, -3.35082)  0.3914
H (2.96254, -2.17102, -2.05623)  0.3894
H (1.58162, -1.14337, -1.86077)  0.1766
H (1.83823, -2.84266, 0.29656)  0.3569
H (1.29425, -4.38305, 0.18441)  0.4131
H (4.05052, -3.42546, -0.41058)  0.3182
H (3.57575, -4.87982, 0.26872)  0.3576
H (4.04433, -4.19966, -2.55211)  0.3359
H (3.66412, -5.87298, -1.96420)  0.3566
H (1.89871, -4.53845, -3.60453)  0.3796
H (1.36062, -5.58191, -2.38043)  0.4446
C (2.37960, 3.78281, 2.16982)  -1.3905
C (1.00773, 3.95737, 1.52548)  -0.0202
C (-0.04863, 3.50529, 2.46096)  -1.1019
N (-1.55970, 3.89468, 2.14754)  0.3819
C (-1.90223, 5.43301, 2.14459)  -0.9806
C (-2.33872, 3.19362, 3.24835)  -0.6599
C (-3.13804, 2.12006, 2.63322)  -0.4526
C (-3.43241, 2.68241, 1.23930)  -0.7042
C (-2.00748, 3.19587, 0.89391)  -0.5632
H (2.44094, 2.73450, 2.46202)  0.3469
H (2.61962, 4.27621, 3.11165)  0.3676
H (3.15847, 3.97933, 1.43304)  0.3618
H (1.05109, 3.50567, 0.53443)  0.2984
H (0.83195, 5.01162, 1.31154)  0.2877
H (0.23272, 4.01739, 3.38112)  0.4154
H (0.01740, 2.45343, 2.73905)  0.5120
H (-1.41034, 5.98580, 1.34424)  0.3292
H (-1.69615, 5.82171, 3.14185)  0.3297
H (-2.96881, 5.39387, 1.92327)  0.4356
H (-3.06302, 3.87481, 3.69497)  0.3417
H (-1.81635, 2.86515, 4.14688)  0.3638
H (-4.15853, 1.96727, 2.98444)  0.3570
H (-2.53985, 1.21065, 2.69020)  0.3214
H (-4.15963, 3.49283, 1.18966)  0.3147
H (-3.87560, 2.02521, 0.49112)  0.4154
H (-1.87334, 3.89495, 0.06844)  0.3678
H (-1.36486, 2.32098, 0.79531)  0.2134


The following is a quantum chemistry calculation of a cluster of 7 separate species, C13H39NO9S7 in total at a distorted geometry, from the OMol25 dataset.

Properties
Energy: -4037.6502 a.u.
Largest force on an atom: 3.7 eV Å⁻¹
Kohn-Sham gap: 8.24 eV
HOMO: -7.97 eV

Last column: Mulliken charge in e.
Element x y z (Å)
N (6.59908, -8.65388, 2.22984)  -0.4492
O (5.32087, -9.00828, 2.70456)  -0.1621
C (4.40671, -8.17009, 2.27344)  0.6645
O (4.57020, -7.28341, 1.55166)  -0.4236
O (3.16146, -8.45389, 2.77192)  -0.2496
S (2.64897, -10.01931, 2.28607)  -0.0352
H (7.22869, -9.35164, 2.60468)  0.2645
H (6.62759, -8.78912, 1.22158)  0.2337
H (3.58554, -10.42441, 1.39740)  0.1444
C (2.97353, -4.98270, 0.07276)  -0.8803
S (1.21730, -4.60519, 0.11295)  0.4892
O (0.83097, -4.14549, -1.25229)  -0.6613
C (1.36480, -3.14921, 1.15065)  -0.6140
H (3.12046, -5.85321, -0.56258)  0.2902
H (3.52334, -4.13422, -0.33663)  0.3544
H (3.31960, -5.20916, 1.07854)  0.3102
H (2.01847, -2.41973, 0.67020)  0.3678
H (1.76284, -3.43295, 2.12330)  0.3049
H (0.37101, -2.71844, 1.27589)  0.0756
C (-0.31019, -3.02812, 6.20045)  -0.9849
S (0.05144, -3.03794, 4.43793)  0.5576
O (1.51408, -3.28587, 4.29741)  -0.6665
C (-0.21968, -1.28701, 4.16421)  -0.7545
H (-0.15982, -4.03565, 6.58350)  0.3458
H (0.36263, -2.33866, 6.71059)  0.2944
H (-1.34768, -2.73151, 6.35502)  0.3501
H (0.44841, -0.70443, 4.80144)  0.4131
H (-1.25887, -1.04225, 4.37932)  0.2143
H (-0.01080, -1.07466, 3.12369)  0.2127
C (-3.66367, 0.64423, 2.13438)  -1.0523
S (-2.78120, -0.54068, 1.10771)  0.4327
O (-1.36461, -0.55731, 1.57416)  -0.5839
C (-2.83072, 0.43681, -0.39555)  -0.5026
H (-3.71245, 0.24613, 3.14625)  0.3470
H (-3.13249, 1.59663, 2.14082)  0.3081
H (-4.67422, 0.77505, 1.74711)  0.4127
H (-2.35187, 1.40295, -0.22655)  0.1784
H (-3.86407, 0.58044, -0.70529)  -0.0003
H (-2.29374, -0.10317, -1.17308)  0.4209
C (0.13207, 5.34174, -1.54574)  -0.7830
S (-1.37871, 4.92991, -2.42549)  0.4849
O (-2.49106, 4.94622, -1.43580)  -0.6170
C (-0.95277, 3.20613, -2.72347)  -0.7854
H (0.07084, 6.37986, -1.22632)  0.3295
H (0.23941, 4.69634, -0.67292)  0.3560
H (0.98551, 5.22174, -2.21214)  0.1660
H (-0.77177, 2.69647, -1.77670)  0.1576
H (-0.06538, 3.15513, -3.35442)  0.4033
H (-1.78699, 2.73168, -3.23753)  0.2746
C (-5.49983, 2.46221, -2.04914)  -0.7835
S (-6.65877, 1.10841, -2.30641)  0.4945
O (-5.85664, -0.13039, -2.49153)  -0.6001
C (-7.20980, 1.64388, -3.93236)  -0.9358
H (-5.00146, 2.31303, -1.09515)  0.2440
H (-4.75741, 2.47352, -2.84733)  0.1933
H (-6.04201, 3.40712, -2.02620)  0.4450
H (-6.35738, 1.70377, -4.60923)  0.3003
H (-7.69723, 2.61525, -3.84799)  0.3491
H (-7.92216, 0.91103, -4.30569)  0.3322
C (4.33273, 8.71687, -2.84393)  -0.9269
S (2.82324, 8.30697, -3.73173)  0.4819
O (1.71158, 8.32134, -2.74432)  -0.5695
C (3.24642, 6.58398, -4.03375)  -0.9089
H (4.26322, 9.75384, -2.52224)  0.3170
H (4.43623, 8.06966, -1.97279)  0.3019
H (5.18841, 8.59883, -3.50897)  0.3575
H (3.42144, 6.07480, -3.08527)  0.2740
H (4.13607, 6.53267, -4.66133)  0.3933
H (2.41029, 6.11735, -4.55154)  0.2873


The following is a quantum chemistry calculation of an isolated molecule of C4H4N4 at a distorted geometry, from the OMol25 dataset.

Properties
Energy: -373.6014 a.u.
Largest force on an atom: 6.8 eV Å⁻¹
ΔE to the lowest compared entry with this formula, charge and spin: 639.43 kJ/mol
Kohn-Sham gap: 8.04 eV
HOMO: -9.54 eV
SMILES: C=Cc1cnnnn1

Last column: Mulliken charge in e.
Element x y z (Å)
C (0.40871, -0.63618, 2.20672)  -0.5273
C (0.29110, -0.74784, 0.88050)  -0.5030
C (0.00604, 0.18470, -0.16439)  0.7692
C (0.16599, -0.05101, -1.48891)  0.0835
N (-0.14196, 0.68492, -2.50764)  -0.2845
N (-0.58551, 1.92845, -2.14702)  -0.2027
N (-1.15807, 1.90984, -0.97832)  -0.2098
N (-1.04327, 1.12695, 0.04690)  -0.0901
H (-0.23340, 0.08931, 3.05707)  0.2756
H (0.91879, -1.73293, 2.38900)  0.2167
H (0.98315, -1.44474, 0.51737)  0.2509
H (0.38842, -1.31147, -1.81129)  0.2216


The following is a quantum chemistry calculation of a cluster of 2 separate species, C4H8N in total at a distorted geometry, from the OMol25 dataset.

Properties
Energy: -211.3938 a.u.
Largest force on an atom: 4.1 eV Å⁻¹
Charge: +1
ΔE to the lowest compared entry with this formula, charge and spin: 327.05 kJ/mol
Multiplicity: 3
Kohn-Sham gap (alpha / beta): 7.81 / 9.61 eV
HOMO (alpha / beta): -13.18 / -15.51 eV

Last column: Mulliken charge in e.
Element x y z (Å)
C (-0.20099, 0.52224, -0.70537)  -0.3275
C (-0.56744, -0.98232, -2.46051)  -0.3246
C (0.58854, 1.39871, 0.10974)  -0.1051
C (0.29290, -0.75757, 1.44649)  -0.7873
N (-0.27927, 0.37348, 0.71849)  0.0208
H (-1.52383, -1.41673, -2.21928)  0.3490
H (-0.37902, -0.39036, -3.33895)  0.3572
H (1.65666, 1.26633, 0.24683)  0.2434
H (0.26363, 2.43408, 0.17921)  0.2692
H (-0.36118, -1.62405, 1.36023)  0.3102
H (1.26652, -1.01214, 1.02941)  0.3253
H (0.40677, -0.49117, 2.49807)  0.3454
H (-1.16329, 0.67951, 1.13564)  0.3241


The following is a quantum chemistry calculation of a structure of composition C30H27Cl2CoFN6O13 at a distorted geometry, from the OMol25 dataset.

Properties
Energy: -4868.6123 a.u.
Largest force on an atom: 1.2 eV Å⁻¹
Charge: +1
ΔE to the lowest compared entry with this formula, charge and spin: 76.29 kJ/mol
Kohn-Sham gap: 5.96 eV
HOMO: -9.49 eV

Last column: Mulliken charge in e.
Element x y z (Å)
Co (-0.38119, 2.38919, -1.03899)  1.1132
C (4.35289, -3.31884, 0.95890)  -1.0212
C (4.02155, -2.87891, -0.46148)  -1.0828
N (2.82426, -2.01812, -0.53129)  0.2456
C (2.95601, -0.69809, -0.28815)  -0.3038
C (1.95494, 0.21165, -0.45479)  0.0068
C (2.14959, 1.59648, 0.07372)  -0.0405
O (3.23684, 1.93918, 0.49296)  -0.7195
O (1.07970, 2.34664, 0.13011)  -0.2635
C (0.74815, -0.20964, -1.04709)  1.8029
O (-0.10293, 0.53814, -1.55808)  -0.7286
C (0.50729, -1.64332, -1.03495)  0.0593
C (-0.78817, -2.11722, -1.24696)  -0.9911
C (-1.03383, -3.45196, -1.14454)  0.6439
F (-2.27370, -3.92102, -1.37984)  -0.3404
C (-0.03221, -4.36765, -0.79845)  -1.3429
C (1.25806, -3.89979, -0.62881)  -0.0575
C (1.54822, -2.53360, -0.75438)  -0.2203
N (-0.32281, -5.74283, -0.55991)  0.3590
C (-1.60751, -6.11470, 0.01787)  -0.6278
C (-1.42338, -7.39730, 0.80774)  -0.9331
N (-0.91449, -8.45728, -0.14198)  -0.1447
C (0.39454, -8.04630, -0.77140)  -0.7042
C (0.17556, -6.73184, -1.50012)  -0.5927
H (5.24176, -3.95247, 0.95404)  0.3831
H (3.52977, -3.87800, 1.40803)  0.2981
H (4.55569, -2.45260, 1.59055)  0.3588
H (3.85846, -3.73189, -1.11402)  0.4958
H (4.84854, -2.31135, -0.87925)  0.4826
H (3.92057, -0.33856, 0.05593)  0.6422
H (-1.58647, -1.41767, -1.47986)  0.5620
H (2.02634, -4.60297, -0.32815)  0.6264
H (-2.38925, -6.25936, -0.73973)  0.4218
H (-1.94433, -5.33471, 0.69472)  0.4957
H (-2.35326, -7.74383, 1.25281)  0.4195
H (-0.67616, -7.26264, 1.58413)  0.3683
H (-1.60385, -8.56962, -0.88594)  0.3929
H (-0.82773, -9.35566, 0.32731)  0.3509
H (0.72571, -8.83869, -1.43879)  0.3953
H (1.11787, -7.92113, 0.02974)  0.3737
H (-0.52656, -6.89317, -2.33483)  0.2091
H (1.11951, -6.39894, -1.92446)  0.4811
O (-5.52469, 1.65044, 1.50821)  -0.7001
C (-4.64060, 2.55614, 1.97830)  0.2628
C (-5.09883, 3.51601, 2.87480)  -0.7358
C (-4.22389, 4.44583, 3.40330)  -0.4246
C (-2.87558, 4.44529, 3.05523)  -0.8422
C (-2.42255, 3.51405, 2.15070)  -0.0702
C (-3.28763, 2.56532, 1.59517)  0.4592
C (-2.79366, 1.58773, 0.59492)  0.1406
O (-3.50155, 0.65633, 0.19308)  -0.8611
O (-1.58145, 1.73384, 0.14971)  -0.1317
H (-5.01284, 1.04124, 0.93914)  0.3738
H (-6.14869, 3.50079, 3.14674)  0.4346
H (-4.59502, 5.18171, 4.10831)  0.3837
H (-2.19795, 5.17297, 3.48190)  0.4130
H (-1.38245, 3.49610, 1.84824)  0.4396
O (4.56762, 7.48925, 1.10275)  -0.6113
N (4.49692, 6.75014, 0.14028)  1.0380
O (5.41219, 6.48847, -0.61842)  -0.6166
C (3.19390, 6.11733, -0.12408)  -0.7330
C (2.10236, 6.43330, 0.67895)  -0.4837
C (0.89474, 5.85055, 0.44303)  -0.4316
C (0.69377, 4.85428, -0.55276)  1.4226
O (-0.42907, 4.25539, -0.69872)  -0.4736
C (1.86517, 4.57365, -1.32755)  -0.1794
C (3.09090, 5.19847, -1.11495)  -0.4044
N (1.85392, 3.48135, -2.23255)  1.2125
O (2.83422, 3.10371, -2.77669)  -0.6102
O (0.74357, 2.92340, -2.49306)  -0.6381
N (-0.21937, 6.26287, 1.31473)  0.9716
O (0.05838, 6.52030, 2.47620)  -0.5873
O (-1.31865, 6.34954, 0.81621)  -0.4348
H (2.20727, 7.14329, 1.48554)  0.6426
H (3.95030, 4.94057, -1.71246)  0.6804
Cl (-2.34011, 2.69320, -2.62992)  -0.0697
C (-3.75398, 3.56117, -1.93365)  -0.0352
Cl (-3.37699, 5.11775, -1.25921)  -0.0690
H (-4.16936, 2.92807, -1.16200)  -0.0280
H (-4.43428, 3.69055, -2.76173)  0.4231


The following is a quantum chemistry calculation of a structure of composition C14H30N2O11V at a distorted geometry, from the OMol25 dataset.

Properties
Energy: -2432.1083 a.u.
Largest force on an atom: 13.4 eV Å⁻¹
Charge: -2
ΔE to the lowest compared entry with this formula, charge and spin: 653.78 kJ/mol
Multiplicity: 2
Kohn-Sham gap (alpha / beta): 2.14 / 2.70 eV
HOMO (alpha / beta): 1.73 / 1.17 eV

Last column: Mulliken charge in e.
Element x y z (Å)
O (-1.16243, 0.99338, -0.23423)  -0.6944
V (-2.41217, 1.24985, 0.75202)  0.5692
C (-3.61812, 3.86978, 0.84232)  0.6240
O (-3.03697, 3.37365, -0.13501)  -0.6218
O (-3.57626, 3.04135, 1.74694)  -0.6630
O (-4.80055, 3.89997, 0.47737)  -0.6296
C (-4.83616, 0.44743, -0.25838)  0.6577
O (-4.52032, 0.52240, 0.92365)  -0.6220
O (-3.85777, 0.82342, -0.91573)  -0.6425
O (-5.68652, 1.34107, -0.36612)  -0.5987
C (-2.11450, -2.10063, -0.52255)  -0.9985
O (-2.22133, -1.18494, 0.56030)  0.5684
C (-1.89506, -1.74424, 1.79307)  -0.1573
C (-2.29952, -0.83039, 2.93892)  -1.3149
N (-1.73115, 0.48144, 2.79894)  0.3378
C (-0.33343, 0.60504, 3.12622)  -0.6398
C (0.01939, 2.05975, 2.96881)  -0.9009
O (-0.42452, 2.66095, 1.73244)  0.2033
C (-0.08235, 4.03274, 1.65176)  -1.0884
H (-2.87105, -2.87785, -0.41455)  0.3808
H (-1.14785, -2.59955, -0.59163)  0.2417
H (-2.23981, -1.61525, -1.49043)  0.2247
H (-0.81235, -1.78962, 1.67565)  -0.0918
H (-2.36768, -2.71098, 1.96667)  0.4017
H (-1.95635, -1.36535, 3.82444)  0.5540
H (-3.38926, -0.85317, 2.94632)  0.3792
H (-2.08173, 0.95417, 3.61975)  0.2111
H (0.41173, 0.08262, 2.52629)  0.1069
H (-0.26551, 0.35250, 4.18439)  0.3850
H (1.09443, 2.17862, 3.10393)  0.4432
H (-0.41723, 2.62310, 3.79349)  0.4647
H (-0.63566, 4.57278, 2.42008)  0.3571
H (-0.30890, 4.45711, 0.67365)  0.2513
H (0.96786, 4.24271, 1.85441)  0.3441
C (1.23967, -3.90591, 0.46853)  -0.7151
O (1.62399, -2.91408, -0.45955)  -0.3717
C (1.69684, -1.58717, 0.07613)  0.4705
C (1.99061, -0.58709, -1.08017)  -0.6834
N (3.39486, -0.60465, -1.48864)  -0.3882
C (3.79715, 0.49286, -2.37059)  -0.6841
C (3.46829, 0.26329, -3.81672)  -0.5530
O (4.14515, -0.92350, -4.23380)  -0.3189
C (3.91166, -1.33568, -5.57315)  -0.7991
H (2.00904, -3.98398, 1.23669)  0.3572
H (1.12436, -4.91543, 0.07400)  0.2387
H (0.37609, -3.55227, 1.03181)  0.1969
H (2.43857, -1.63985, 0.87310)  0.4996
H (0.82854, -1.25892, 0.64742)  -0.6715
H (1.69860, 0.39967, -0.72080)  0.3348
H (1.45194, -0.88604, -1.97936)  0.2809
H (3.35851, -1.43155, -2.06745)  0.3213
H (4.88198, 0.59837, -2.38079)  0.3366
H (3.40134, 1.43650, -1.99511)  0.3922
H (3.66373, 1.16325, -4.39979)  0.4870
H (2.39543, 0.07192, -3.83770)  0.3359
H (4.31898, -0.48981, -6.12695)  0.3147
H (2.89110, -1.41344, -5.94800)  0.3203
H (4.50269, -2.19033, -5.90231)  0.2563


What is the largest force on an atom in the second record?
3.7 eV Å⁻¹


Among the records above, which one has the lowest largest force on an atom?
C30H27Cl2CoFN6O13


Which of these has the highest largest force on an atom?
C14H30N2O11V